Here is 6 unconnected molecules or ions with the total composition C45H48F23N5O14S2 from the Open Molecules 2025 dataset. Energies are from ωB97M-V/def2-TZVPD.

As for the charge: 0. The value obtained for the LUMO energy is -2.465 eV.

Positions of all 137 atoms, in Å:
C1 -4.64233 3.55715 0.78117
C2 -5.34842 3.37054 -0.42758
C3 -6.34180 2.85979 -1.66965
C4 -5.37193 2.78946 -3.00592
C5 -4.58395 1.36004 -3.15623
C6 -3.19001 1.25270 -2.27205
C7 -3.10950 0.15585 -1.03439
C8 -4.32499 -0.83342 -0.55365
C9 -4.82626 -0.46075 0.99633
O1 -5.80201 0.43179 1.25210
F1 -4.20350 -1.09536 2.21398
C10 -1.67976 0.01796 -0.17745
N1 -1.46410 -0.97659 0.94790
C11 -1.32637 -2.20941 0.31263
C12 -0.66995 -2.41749 -1.18785
C13 -1.88658 -3.60602 1.04248
C14 -0.42991 0.99581 -0.58882
N2 0.87075 0.89195 0.19553
C15 1.87702 0.34840 -0.57468
S1 3.19561 -0.33974 -1.46239
C16 -0.56442 2.11819 -1.81319
N3 0.64081 2.97769 -2.07026
C17 0.45851 3.92770 -3.21965
S2 1.95667 5.01659 -3.66123
O2 3.15415 4.54250 -2.74860
O3 2.45725 4.75675 -5.13190
C18 1.68025 6.84182 -3.34581
F2 0.34155 7.08700 -2.75429
F3 1.72681 7.50996 -4.70026
C19 2.83466 7.57016 -2.43007
F4 4.20482 7.36373 -3.03250
F5 2.84879 6.97749 -1.04019
C20 2.62263 9.18739 -2.21870
F6 3.77097 9.65595 -1.35576
F7 2.70412 9.99151 -3.46292
F8 1.38264 9.55926 -1.49525
C21 -0.94001 4.01671 -4.04592
C22 -0.98752 5.11839 -5.30351
C23 -0.68447 4.43518 -6.76993
O4 0.25464 5.24181 -7.57082
C24 -2.09515 4.09886 -7.58701
N4 -2.59379 2.67427 -7.33872
N5 -2.19736 3.22661 -3.81446
C25 -1.92908 2.27078 -2.68576
H1 -4.00764 3.58778 1.79058
H2 -6.80648 1.78523 -1.43785
H3 -7.18789 3.64094 -1.91879
H4 -6.11251 2.86006 -3.93966
H5 -4.69274 3.74154 -3.06015
H6 -4.25726 1.28069 -4.30155
H7 -5.33517 0.48072 -2.97886
H8 -5.28816 -0.80191 -1.21725
H9 -3.99545 -1.97492 -0.49376
H10 0.33208 -1.83825 -1.36237
H11 -0.42620 -3.56871 -1.38994
H12 -1.42295 -2.11602 -2.05964
H13 -1.03626 -4.39504 1.21309
H14 -2.62096 -4.08537 0.23584
H15 -2.52965 -3.37576 1.99308
H16 -0.36472 6.08469 -5.08579
H17 -2.12799 5.46938 -5.33990
H18 -0.15304 3.39436 -6.54161
H19 1.20495 4.96615 -7.41250
H20 -1.96820 4.20660 -8.74960
H21 -2.98452 4.81324 -7.23519
H22 -3.49252 2.52779 -7.88246
H23 -2.90061 2.55938 -6.33212
C26 3.75939 -3.96933 1.88617
C27 4.42277 -4.90978 0.89736
O5 3.72288 -6.16252 0.84976
C28 2.62452 -6.21021 0.02985
O6 2.22859 -5.25947 -0.63903
C29 2.00821 -7.60862 0.03726
F9 1.92831 -8.14402 1.28953
F10 2.73292 -8.49215 -0.70737
F11 0.74172 -7.63601 -0.46599
H24 3.67622 -4.44184 2.87021
H25 4.33298 -3.04344 1.98488
H26 2.74325 -3.71632 1.56773
H27 5.44354 -5.12846 1.22767
H28 4.49665 -4.46112 -0.09985
C30 -6.75706 9.16173 4.13197
C31 -6.09367 8.22128 3.14316
O7 -6.79356 6.96854 3.09556
C32 -7.89193 6.92085 2.27565
O8 -8.28785 7.87159 1.60676
C33 -8.50823 5.52243 2.28306
F12 -8.58813 4.98704 3.53533
F13 -7.78353 4.63891 1.53843
F14 -9.77472 5.49505 1.77981
H29 -6.84022 8.68922 5.11600
H30 -6.18346 10.08762 4.23068
H31 -7.77320 9.41474 3.81353
H32 -5.07290 8.00260 3.47347
H33 -6.01979 8.66994 2.14595
C34 1.77289 -9.71231 4.27318
C35 3.18100 -9.32340 3.86298
O9 3.92755 -8.86855 5.00195
C36 4.51080 -9.84323 5.77055
O10 4.42207 -11.04504 5.53419
C37 5.31017 -9.21979 6.91413
F15 4.64657 -8.19698 7.52628
F16 6.49648 -8.70002 6.48656
F17 5.61809 -10.11166 7.89788
H34 1.28146 -8.88445 4.79437
H35 1.17582 -9.98474 3.39836
H36 1.78451 -10.56118 4.96401
H37 3.13942 -8.48820 3.15615
H38 3.69663 -10.14756 3.35693
C38 5.18979 8.61954 0.58025
C39 5.97413 9.85585 0.97851
O11 6.08240 9.94228 2.40759
C40 7.09528 9.21743 2.98172
O12 7.88309 8.52144 2.34688
C41 7.12489 9.43877 4.49354
F18 5.88245 9.40856 5.05625
F19 7.66160 10.64830 4.82411
F20 7.86143 8.50205 5.15541
H39 4.21437 8.60607 1.07713
H40 5.03664 8.58990 -0.50219
H41 5.71339 7.70707 0.88224
H42 5.44003 10.75184 0.64556
H43 6.96284 9.87671 0.50607
C42 2.92212 -14.55055 -0.16415
C43 2.09028 -15.05108 1.00196
O13 1.51027 -13.94765 1.71435
C44 0.34019 -13.44672 1.20355
O14 -0.21029 -13.88596 0.19752
C45 -0.18923 -12.31443 2.08281
F21 0.78968 -11.44971 2.47675
F22 -0.76611 -12.78103 3.22727
F23 -1.13569 -11.55498 1.46196
H44 3.67244 -13.83110 0.17924
H45 3.42956 -15.38114 -0.66279
H46 2.29796 -14.03297 -0.89933
H47 2.73420 -15.58312 1.70991
H48 1.31947 -15.75802 0.67444

Cartesian forces, eV/Å:
-4.6743 -1.7720 -8.0016
3.7064 0.2730 8.3079
1.7039 0.5403 0.1427
-1.2616 -0.1666 -0.4280
1.0763 0.6652 -0.7610
0.7177 -1.4897 2.3383
2.6568 2.5696 -1.3553
0.3243 -0.6193 1.0928
-5.0927 5.0575 2.5477
7.1509 -6.7099 -1.9360
-1.5729 1.5114 -4.0681
2.4529 3.3392 -2.2123
-1.2719 -3.0605 -5.4945
-0.1236 1.2798 1.2193
-0.5408 -0.9039 -0.5767
0.0441 0.6595 -0.9359
-3.5157 -0.6276 -0.9090
3.5599 -3.1687 -6.1501
-1.6931 1.0314 1.4831
-4.5129 2.3915 3.1338
0.3575 0.4976 -0.4058
-4.3900 1.0831 -3.5786
-4.0528 -3.0497 1.9638
7.3586 -6.0088 -1.6600
-5.2272 2.5432 -2.2770
-3.3461 1.8022 4.7132
-1.9838 3.2667 -1.3406
4.1855 -0.6993 -1.7692
-0.2751 -1.9604 4.4322
2.2437 -1.1417 1.6115
-4.9309 0.7891 1.9847
-0.2028 2.0106 -4.7950
0.6654 3.6209 0.9461
-4.5399 -1.1442 -3.4862
-0.4703 -3.1283 4.3400
4.3405 -1.5848 -2.7407
-0.1227 -0.0902 0.1691
-1.8576 -0.3320 0.6696
0.8133 -1.5784 0.4156
-0.3964 -1.0280 0.9267
-0.8431 0.5717 0.0149
-0.8534 0.6186 0.5373
7.1248 -0.3213 3.4826
-0.9582 -1.3537 0.9832
-1.7552 0.0810 -3.0307
1.1026 2.5348 -0.2154
1.7645 -1.5427 0.9846
1.6110 -0.2414 1.9153
-1.1170 -2.0942 0.2165
-0.5891 0.1214 2.5011
1.6229 1.6582 -0.0431
1.9842 0.3200 1.3991
-0.3742 2.5544 -0.2455
-2.0541 -0.8666 0.6479
-0.5934 2.4751 0.7767
1.5123 -0.4412 2.0059
-1.6107 1.6629 -0.2105
1.5953 1.0484 1.5832
1.5721 -0.3098 -1.7867
-0.9222 -2.0900 -0.5025
2.4752 -0.6734 0.2775
-1.3028 2.0225 -0.5825
-1.8386 0.2436 0.1738
0.0684 -0.0658 2.4102
2.2329 -0.9085 -0.8078
1.5552 0.4076 0.7121
0.6263 0.4064 -1.4092
-0.3606 -0.0496 0.0726
0.4348 0.8421 0.1469
-1.6097 -0.8208 -1.1790
1.2437 3.0512 -0.3044
0.4470 -2.5591 1.3869
-1.2562 -2.2981 -0.1204
0.1628 0.7972 -0.9353
-0.3047 1.1009 0.5454
1.3541 0.5499 0.4438
0.1612 0.0642 -0.1147
-0.0480 -0.1456 -0.0433
0.1793 0.0511 -0.0598
-0.2963 -0.3144 -0.0641
-0.2394 -0.2246 0.1310
-0.3644 -0.0290 0.0754
0.3549 0.7150 0.1101
-1.4755 -0.6924 -1.1121
1.1344 2.9988 -0.3948
0.5264 -2.5581 1.4038
-1.1418 -2.4686 0.0157
0.2319 0.8504 -0.9099
-0.3555 1.1797 0.5514
1.2848 0.5696 0.3981
0.1555 0.0615 -0.1218
-0.0360 -0.1403 -0.0379
0.1897 0.0283 -0.0554
-0.2873 -0.3095 -0.0641
-0.2347 -0.2185 0.1343
-0.0961 0.1518 0.2846
-0.6122 -0.1786 -0.6182
1.3370 -0.9125 1.4278
-1.5102 -1.6156 -2.4436
0.5369 2.7409 1.0268
1.2201 0.9145 2.1456
0.2508 -0.9428 -0.8013
-1.0516 -0.5584 -0.1131
-0.5410 0.5471 -1.3077
0.1243 0.0124 -0.1215
0.4382 0.6525 0.6823
0.0246 0.0171 -0.1941
0.2665 -0.0314 0.4668
0.0160 0.0841 0.3229
0.3164 -0.5460 0.2546
-0.1792 -0.1806 -0.8560
1.3789 -0.6058 1.4088
0.3213 -0.5826 -3.2483
-1.6270 1.5249 2.0181
0.0331 0.1235 2.6284
0.9071 -0.0451 -0.8711
-0.3630 -0.8837 -0.7388
-0.6336 0.7574 -1.1483
0.0777 0.1187 -0.1607
0.4538 -0.2096 0.6954
0.0459 0.1610 -0.0382
0.0913 -0.0487 0.4092
-0.0938 -0.1098 0.3164
-0.0869 0.3347 -0.1627
0.4329 -0.6136 -0.4546
-1.7704 1.0374 -0.1093
0.7654 -2.5323 -2.0557
0.9132 1.4734 2.4874
-1.1584 1.8257 1.2031
-0.7474 -1.6715 -1.1060
0.6191 -0.0237 -1.1079
1.0521 -1.0868 0.2452
-0.0315 -0.2045 0.0325
-0.0812 0.0802 0.1068
0.0293 -0.1842 0.0692
-0.2383 0.3464 0.1189
-0.0185 0.3469 0.0638